C31H36I2O4P2RuSbSe4 as an isolated structure in a non-equilibrium geometry, computed with ωB97M-V with the def2-TZVPD basis set.

The relative energy (zero: lowest compared OMol25 entry of this formula, charge and spin) comes out at 153.57 kcal per mole. As for the multiplicity: 5. For the strongest force on any atom, the calculation gives 6.8 eV Å⁻¹. The highest occupied orbital energy (spin up / spin down) comes out at -9.9 / -10.3 eV. As for the total charge: +1.

Each line ends with the Mulliken spin population.
Positions of all 81 atoms, in Å:
1 Ru -1.548 -0.604 -0.255  0.818
2 I -3.115 -3.051 1.180  0.137
3 C -1.668 -2.333 2.473  0.799
4 I -0.728 0.631 1.654  0.012
5 H -0.702 -2.808 2.362  0.013
6 H -2.023 -2.223 3.490  -0.008
7 C -5.649 0.193 -4.699  0.010
8 C -5.428 -0.679 -3.646  0.006
9 C -4.265 -0.572 -2.899  -0.009
10 C -3.327 0.402 -3.224  0.005
11 C -3.550 1.287 -4.279  0.003
12 C -4.720 1.178 -5.010  0.002
13 P -1.784 0.435 -2.312  -0.055
14 C -1.375 2.151 -1.917  -0.013
15 C -2.405 3.019 -1.558  0.002
16 C -2.114 4.189 -0.871  0.004
17 C -0.803 4.487 -0.529  0.007
18 C 0.228 3.634 -0.902  -0.002
19 C -0.055 2.462 -1.582  0.031
20 C -0.458 -0.259 -3.313  -0.041
21 C 0.066 0.227 -4.481  -0.004
22 C 1.169 -0.438 -5.053  0.001
23 C 1.716 -1.540 -4.452  0.001
24 C 1.176 -2.067 -3.255  0.024
25 C 1.707 -3.180 -2.555  -0.003
26 C 1.126 -3.615 -1.398  0.005
27 C -0.038 -2.989 -0.884  -0.020
28 C -0.591 -1.901 -1.518  0.134
29 C 0.048 -1.423 -2.704  -0.090
30 H -6.564 0.114 -5.273  0.001
31 H -6.170 -1.420 -3.381  -0.001
32 H -4.073 -1.248 -2.073  -0.008
33 H -2.823 2.057 -4.510  0.000
34 H -4.908 1.866 -5.825  0.000
35 H -3.436 2.758 -1.773  -0.014
36 H -2.922 4.846 -0.576  0.002
37 H -0.580 5.380 0.041  0.001
38 H 1.250 3.870 -0.637  0.000
39 H 0.744 1.783 -1.861  -0.013
40 H -0.354 1.109 -4.950  0.001
41 H 1.592 -0.063 -5.976  0.000
42 H 2.571 -2.033 -4.899  0.000
43 H 2.600 -3.666 -2.933  0.000
44 H 1.545 -4.451 -0.852  0.000
45 H -0.463 -3.410 0.017  -0.005
46 C 2.114 2.063 4.420  -0.002
47 C 1.751 0.622 4.752  0.002
48 C 2.951 -0.091 5.348  -0.001
49 C 0.556 0.581 5.685  -0.001
50 O 1.331 -0.125 3.544  0.017
51 P 1.685 0.209 2.045  0.096
52 O 1.111 1.577 1.627  -0.021
53 O 0.933 -0.829 1.215  0.063
54 O 3.225 0.186 1.846  -0.006
55 C 4.041 -0.985 1.451  0.000
56 C 5.468 -0.594 1.792  0.000
57 C 3.878 -1.205 -0.044  0.000
58 C 3.633 -2.230 2.226  0.001
59 H 2.435 2.573 5.328  0.000
60 H 1.265 2.614 4.017  0.001
61 H 2.935 2.112 3.702  0.000
62 H 3.232 0.391 6.284  0.000
63 H 3.806 -0.038 4.673  0.000
64 H 2.719 -1.137 5.550  0.000
65 H 0.814 1.064 6.627  0.000
66 H 0.259 -0.448 5.888  0.000
67 H -0.299 1.104 5.255  0.001
68 H 5.764 0.288 1.223  0.000
69 H 6.140 -1.417 1.558  0.000
70 H 5.550 -0.358 2.854  0.000
71 H 4.204 -0.325 -0.600  0.000
72 H 2.839 -1.412 -0.299  0.001
73 H 4.465 -2.067 -0.362  0.000
74 H 3.757 -2.084 3.299  0.000
75 H 4.249 -3.069 1.906  0.000
76 H 2.593 -2.498 2.032  0.000
77 Se -7.033 -0.934 -0.257  0.657
78 Sb -5.365 0.637 0.604  -0.111
79 Se -6.449 1.896 -1.190  0.602
80 Se -6.402 1.297 2.699  0.914
81 Se -3.050 0.530 0.902  0.054

A 2-piece molecular cluster, C31H36NO3 overall in a non-equilibrium geometry, computed with ωB97M-V with the def2-TZVPD basis set.

For the strongest force on any atom, the calculation gives 2.7 eV Å⁻¹. The highest occupied orbital energy comes out at -9.5 eV. As for the total charge: +1.

Each line ends with the Löwdin charge.
Positions of all 71 atoms, in Å:
1 C 0.770 -1.844 -0.184  -0.089
2 C 2.125 -2.335 0.186  -0.313
3 C 2.320 -3.762 0.597  -0.065
4 C 3.232 -1.552 0.005  -0.110
5 N 4.555 -1.952 0.175  -0.149
6 C 5.422 -0.894 0.708  -0.159
7 C 6.755 -1.474 1.134  -0.191
8 O 7.341 -2.256 0.096  -0.137
9 C 6.520 -3.325 -0.365  -0.186
10 C 5.148 -2.852 -0.822  -0.141
11 H 0.033 -2.634 -0.024  0.067
12 H 0.450 -0.965 0.392  0.065
13 H 0.749 -1.555 -1.246  0.086
14 H 1.348 -4.233 0.748  0.067
15 H 2.848 -4.337 -0.173  0.066
16 H 2.882 -3.877 1.535  0.091
17 H 3.104 -0.470 -0.164  0.123
18 H 5.586 -0.111 -0.053  0.127
19 H 4.923 -0.457 1.576  0.124
20 H 7.476 -0.662 1.299  0.129
21 H 6.606 -2.066 2.055  0.128
22 H 7.082 -3.733 -1.219  0.131
23 H 6.392 -4.099 0.415  0.128
24 H 4.495 -3.714 -0.968  0.101
25 H 5.267 -2.339 -1.797  0.130
26 C -0.097 6.526 -3.852  -0.044
27 O -0.677 6.518 -2.525  -0.067
28 C -1.061 5.328 -1.987  -0.239
29 C -1.566 5.362 -0.665  0.026
30 C -1.911 4.185 -0.025  -0.004
31 C -1.891 2.953 -0.717  -0.186
32 C -2.212 1.673 -0.085  -0.058
33 C -1.742 1.368 1.212  0.001
34 C -1.944 0.182 1.901  0.033
35 C -1.627 -0.040 3.280  -0.205
36 C -2.103 -1.196 3.963  -0.008
37 C -1.730 -1.456 5.275  -0.058
38 C -0.898 -0.556 5.962  -0.040
39 C -0.507 0.637 5.340  -0.055
40 C -0.875 0.902 4.025  -0.007
41 C -3.051 0.739 -0.833  -0.178
42 C -4.187 1.175 -1.575  0.005
43 C -5.001 0.279 -2.227  0.025
44 C -4.648 -1.094 -2.272  -0.236
45 O -5.483 -1.905 -2.974  -0.066
46 C -5.163 -3.309 -3.091  -0.045
47 C -3.490 -1.545 -1.597  0.017
48 C -2.763 -0.637 -0.847  -0.029
49 C -1.485 2.958 -2.072  0.004
50 C -0.981 4.098 -2.681  0.012
51 H 0.096 7.582 -4.039  0.098
52 H 0.844 5.957 -3.882  0.102
53 H -0.797 6.128 -4.603  0.099
54 H -1.642 6.326 -0.172  0.129
55 H -2.246 4.208 1.011  0.125
56 H -1.168 2.167 1.690  0.113
57 H -2.540 -0.616 1.456  0.113
58 H -2.819 -1.839 3.445  0.122
59 H -2.104 -2.353 5.782  0.118
60 H -0.571 -0.780 6.983  0.119
61 H 0.075 1.381 5.894  0.117
62 H -0.640 1.864 3.572  0.109
63 H -4.438 2.239 -1.593  0.133
64 H -5.912 0.591 -2.740  0.133
65 H -5.981 -3.699 -3.694  0.098
66 H -4.204 -3.464 -3.607  0.102
67 H -5.145 -3.804 -2.109  0.100
68 H -3.180 -2.593 -1.643  0.116
69 H -1.917 -1.013 -0.273  0.087
70 H -1.496 2.027 -2.637  0.130
71 H -0.548 4.045 -3.680  0.113

C31H37BiN4O5PSTe as an isolated structure in a non-equilibrium geometry, computed with ωB97M-V with the def2-TZVPD basis set.

The relative energy (zero: lowest compared OMol25 entry of this formula, charge and spin) comes out at 43.28 kcal per mole. For the strongest force on any atom, the calculation gives 3.9 eV Å⁻¹. The highest occupied orbital energy comes out at -9.9 eV. As for the total charge: +1.

Each line ends with the Löwdin charge.
Positions of all 81 atoms, in Å:
1 Bi 2.096 0.630 -0.570  1.677
2 C 2.138 -3.339 -3.536  0.008
3 C 1.836 -2.243 -2.536  -0.217
4 N 1.645 -0.942 -2.642  -0.061
5 N 1.944 -0.454 -3.906  -0.042
6 C 2.636 0.704 -4.105  -0.770
7 N 2.546 1.330 -5.312  0.113
8 S 3.390 1.556 -2.812  0.604
9 C 1.651 -2.673 -1.176  -0.341
10 C 2.208 -3.920 -0.793  0.001
11 C 1.789 -4.492 0.398  -0.034
12 C 0.899 -3.809 1.243  0.004
13 C 0.461 -2.534 0.808  -0.050
14 N 0.897 -1.992 -0.388  0.033
15 H 1.597 -4.243 -3.297  0.091
16 H 1.820 -3.036 -4.589  0.103
17 H 3.188 -3.679 -3.514  0.111
18 H 1.590 -0.994 -4.695  0.152
19 H 2.004 0.982 -6.063  0.102
20 H 3.030 2.245 -5.412  0.129
21 H 2.942 -4.431 -1.423  0.117
22 H 2.088 -5.504 0.660  0.119
23 H 0.531 -4.272 2.174  0.127
24 H -0.152 -1.923 1.411  0.084
25 O 2.366 3.805 1.374  0.039
26 C 3.022 2.748 1.414  -0.595
27 O 3.511 2.121 0.366  -0.317
28 C 3.436 2.135 2.772  -0.081
29 C 4.671 1.079 2.864  -0.185
30 C 5.265 1.314 4.250  -0.098
31 C 4.111 0.686 5.133  -0.095
32 C 3.168 0.101 4.093  -0.263
33 O 4.019 -0.270 2.997  -0.067
34 C 2.301 1.310 3.496  -0.087
35 C 1.068 0.711 2.795  -0.517
36 O 0.148 0.314 3.555  0.009
37 O 0.866 0.557 1.474  -0.317
38 H 3.674 2.964 3.400  0.128
39 H 5.335 1.064 2.023  0.136
40 H 6.178 0.770 4.473  0.111
41 H 5.397 2.375 4.442  0.111
42 H 4.527 -0.170 5.684  0.115
43 H 3.696 1.320 5.917  0.120
44 H 2.534 -0.710 4.352  0.142
45 H 1.799 1.928 4.285  0.166
46 Te -2.697 -1.189 -1.172  1.267
47 C -3.570 -1.433 0.827  -0.486
48 C -4.709 -2.199 1.162  -0.113
49 C -5.084 -2.228 2.531  -0.072
50 C -4.254 -1.642 3.521  -0.079
51 C -3.162 -0.889 3.155  -0.092
52 C -2.894 -0.709 1.828  -0.179
53 C -4.577 -0.538 -1.809  -0.580
54 C -5.086 -1.028 -3.036  -0.161
55 C -6.360 -0.634 -3.478  -0.084
56 C -6.896 0.554 -2.938  -0.062
57 C -6.250 1.154 -1.831  -0.092
58 C -5.203 0.572 -1.201  -0.145
59 H -5.326 -2.635 0.339  0.115
60 H -5.983 -2.827 2.754  0.108
61 H -4.504 -1.800 4.594  0.118
62 H -2.492 -0.518 3.900  0.100
63 H -2.103 -0.073 1.528  0.044
64 H -4.497 -1.829 -3.513  0.081
65 H -6.844 -1.283 -4.211  0.106
66 H -7.826 0.943 -3.400  0.114
67 H -6.579 2.119 -1.552  0.095
68 H -4.879 0.840 -0.242  0.082
69 C -0.398 1.762 -2.641  -0.268
70 P 0.207 2.616 -1.111  0.764
71 C -1.166 2.765 0.013  -0.241
72 C 0.738 4.208 -1.719  -0.225
73 H -0.465 2.558 -3.402  0.047
74 H -1.428 1.405 -2.398  0.005
75 H 0.163 0.834 -2.951  0.009
76 H -1.846 3.553 -0.384  0.075
77 H -0.841 3.064 1.010  0.061
78 H -1.772 1.819 0.113  0.039
79 H 0.252 5.035 -1.212  0.072
80 H 0.707 4.270 -2.773  0.034
81 H 1.756 4.260 -1.386  0.029

Number 1: E -12722.4292 a.u.. Number 2: E -1483.0090 a.u.. Number 3: E -3020.5816 a.u..